# C14H30BrF2I3K2N3O9Si

C14H30BrF2I3K2N3O9Si as an isolated structure (ωB97M-V with the def2-TZVPD basis set, the Open Molecules 2025 dataset).

```
65
Properties=species:S:1:pos:R:3:forces:R:3
C 2.927 0.177 0.372 -0.175 -1.058 -2.029
C 3.676 1.102 -0.629 -1.117 1.107 -1.199
I 5.531 0.412 -1.501 -1.436 0.154 0.552
C 3.153 2.401 -1.015 0.745 -2.596 -0.935
I 4.283 3.496 -2.536 -1.045 -0.068 0.760
Si 1.563 3.259 -0.373 1.799 0.407 -0.624
C 0.142 2.051 0.040 -2.106 -1.083 -0.720
C -0.433 1.280 -1.208 4.657 -0.727 -1.681
O 0.096 0.290 -1.788 -1.855 3.734 1.914
I -2.381 2.015 -1.985 0.017 2.457 -2.039
H 3.609 -0.680 0.586 0.019 0.782 0.447
H 2.547 0.676 1.269 0.422 -0.188 -0.363
H 2.052 -0.254 -0.192 0.466 0.347 0.246
H 1.858 4.160 0.754 -0.889 0.045 -0.125
H 1.112 4.158 -1.466 -0.381 -0.348 -0.182
H 0.383 1.296 0.822 0.379 0.369 -0.624
H -0.686 2.671 0.467 0.589 -0.243 -0.442
K -1.980 -0.006 -0.274 -2.047 -4.226 3.878
C -7.675 -1.969 1.324 -1.158 -0.608 -0.227
C -6.520 -2.587 0.594 -0.361 -0.869 -0.526
O -5.658 -1.473 0.352 0.441 0.631 0.377
C -5.955 -0.528 1.294 -1.099 0.674 0.239
O -5.307 0.460 1.480 0.506 -0.387 -0.100
O -7.073 -0.857 1.989 1.651 0.146 -0.235
H -8.126 -2.653 2.043 0.012 0.099 0.009
H -8.454 -1.599 0.650 -0.096 0.399 0.203
H -5.985 -3.319 1.201 -0.546 -0.265 -1.720
H -6.822 -3.058 -0.336 0.136 -0.088 0.097
Br 3.886 2.755 1.238 1.593 1.734 3.080
F 5.423 -0.740 1.023 0.032 -0.368 0.092
N -2.569 -3.040 -3.567 0.061 -0.016 -0.050
H -2.543 -4.006 -3.222 0.001 0.008 0.024
H -1.686 -2.565 -3.326 -0.030 0.027 0.010
H -2.690 -3.043 -4.586 0.004 0.024 0.001
H -3.354 -2.542 -3.131 0.008 0.013 -0.006
C 8.361 -5.532 -3.877 0.010 -0.171 -0.179
O 8.853 -4.404 -3.163 0.103 -0.120 -0.200
C 8.065 -4.015 -2.150 0.268 0.602 0.333
O 7.031 -4.534 -1.831 -0.183 -0.277 -0.083
O 8.631 -2.963 -1.571 0.086 -0.263 -0.224
C 7.896 -2.425 -0.457 -0.227 0.271 0.410
H 9.076 -5.754 -4.667 0.094 0.173 0.094
H 8.284 -6.400 -3.221 -0.149 0.063 0.002
H 7.395 -5.310 -4.331 -0.038 -0.070 0.139
H 7.801 -3.166 0.336 -0.109 -0.027 -0.126
H 6.916 -2.074 -0.766 -0.050 -0.143 0.152
H 8.459 -1.578 -0.073 0.087 -0.064 -0.192
C -9.846 0.809 3.205 -0.781 -0.182 0.450
C -10.424 0.166 1.918 0.633 0.629 0.520
O -9.605 0.411 0.877 -0.131 -0.588 -0.478
H -9.753 1.895 3.118 0.045 -0.060 -0.217
H -10.500 0.604 4.070 0.086 0.018 0.020
H -8.868 0.390 3.411 0.307 -0.029 0.028
H -11.473 0.542 1.847 -0.023 0.160 -0.315
H -10.594 -0.910 2.186 0.168 -0.281 -0.114
K -5.444 -3.144 3.079 -0.118 -0.331 1.490
F -7.414 -5.453 1.130 0.729 0.831 0.393
C 5.191 7.301 2.129 -0.102 0.030 0.300
O 5.407 8.270 2.846 0.022 -0.050 -0.137
N 4.427 6.249 2.525 -0.142 0.079 0.045
N 5.701 7.193 0.869 0.158 0.117 -0.332
H 4.241 5.448 1.947 0.046 -0.240 0.013
H 4.033 6.288 3.446 0.040 -0.016 -0.005
H 6.271 7.949 0.540 -0.006 -0.010 0.031
H 5.538 6.407 0.267 -0.022 -0.067 0.079
```
Forces are in eV/Å.

electronic energy: -178199.059 eV
largest force on an atom: 6.09 eV/Å
2S+1: 1
E_LUMO: -1.675 eV
M: 989.30 g mol⁻¹
net charge: -1
Kohn-Sham gap: 1.953 eV